No. 1
66
Properties=species:S:1:pos:R:3:lowdin_charge:R:1 method="wB97M-V/def2-TZVPD" e_above_lowest_kcal_mol=0.00 lumo_ev=0.60 smiles="Cc1ccc(S(=O)(=O)N2CCC(=O)N([C@H](COCc3cccc(C)c3)C(C)C)CC2)cc1" homo_lumo_gap_ev=9.621
C 2.0480 -4.8253 -4.7155 -0.047
C 1.1506 -4.2107 -3.6870 -0.268
C 0.4632 -3.0316 -3.9566 -0.027
C -0.3814 -2.4746 -3.0121 -0.053
C -0.5426 -3.1040 -1.7937 -0.270
S -1.5517 -2.3422 -0.5294 0.674
O -2.0180 -3.3483 0.3760 -0.275
O -2.5083 -1.4699 -1.1497 -0.292
N -0.4995 -1.3660 0.3116 -0.238
C 0.4373 -2.0091 1.1954 -0.184
C 0.7391 -1.1437 2.4214 -0.052
C 1.7632 -0.0431 2.1890 -0.452
O 2.8218 -0.0420 2.7917 0.054
N 1.4328 0.9287 1.3067 -0.010
C 2.3171 2.0815 1.1751 -0.226
C 1.5691 3.3645 1.5816 -0.145
O 0.8546 3.9230 0.4950 -0.157
C -0.2642 4.7144 0.8726 -0.151
C -1.4325 3.8503 1.2791 -0.214
C -1.7290 3.6196 2.6149 -0.055
C -2.7312 2.7251 2.9557 -0.074
C -3.4335 2.0553 1.9716 -0.046
C -3.1625 2.2824 0.6255 -0.271
C -3.9127 1.5447 -0.4374 -0.035
C -2.1632 3.1882 0.2989 -0.017
C 2.9585 2.1583 -0.2211 -0.366
C 3.8486 3.3932 -0.3373 -0.059
C 3.7785 0.8972 -0.4837 -0.055
C 0.1750 0.9658 0.5962 -0.104
C -0.0286 -0.1952 -0.3784 -0.156
C 0.1273 -4.2770 -1.5039 -0.052
C 0.9700 -4.8281 -2.4522 -0.027
H 2.9103 -5.2939 -4.2472 0.080
H 1.5057 -5.5958 -5.2638 0.088
H 2.3913 -4.0811 -5.4293 0.077
H 0.5902 -2.5472 -4.9136 0.115
H -0.9325 -1.5693 -3.2111 0.113
H -0.0469 -2.9321 1.5180 0.115
H 1.3740 -2.2588 0.6719 0.138
H -0.1947 -0.7071 2.7806 0.129
H 1.1525 -1.7781 3.2070 0.125
H 3.1106 1.9144 1.9125 0.151
H 0.8848 3.1102 2.4004 0.127
H 2.2890 4.1056 1.9575 0.134
H -0.5090 5.2943 -0.0214 0.131
H 0.0156 5.4042 1.6799 0.129
H -1.1858 4.1426 3.3897 0.112
H -2.9589 2.5476 3.9968 0.103
H -4.2038 1.3490 2.2448 0.114
H -4.9562 1.4199 -0.1569 0.083
H -3.4873 0.5492 -0.5796 0.056
H -3.8629 2.0732 -1.3864 0.080
H -1.9340 3.3762 -0.7409 0.127
H 2.1633 2.2348 -0.9683 0.135
H 4.3692 3.3857 -1.2922 0.079
H 4.5908 3.4039 0.4578 0.088
H 3.2537 4.2993 -0.2813 0.071
H 4.2091 0.9267 -1.4822 0.079
H 3.1641 0.0041 -0.4000 0.060
H 4.5850 0.8167 0.2412 0.089
H 0.1559 1.8978 0.0347 0.112
H -0.6682 0.9675 1.2955 0.131
H -0.8135 0.0729 -1.0861 0.115
H 0.9027 -0.4001 -0.9279 0.130
H -0.0352 -4.7494 -0.5483 0.114
H 1.4939 -5.7473 -2.2354 0.117

***

No. 2
8
Properties=species:S:1:pos:R:3:lowdin_charge:R:1 method="wB97M-V/def2-TZVPD" e_above_lowest_kcal_mol=1.36 lumo_ev=1.06 smiles=NCO homo_lumo_gap_ev=10.886
N 0.5267 -0.8186 0.7119 0.015
C -0.0550 -0.3122 -0.4778 -0.359
O -0.5349 1.0395 -0.4046 -0.078
H 1.3376 -0.3439 1.0753 0.070
H -0.1272 -1.0848 1.4318 0.073
H 0.6528 -0.4189 -1.2997 0.106
H -0.9054 -0.9217 -0.7541 0.109
H -0.0494 1.4330 0.3258 0.064

***

No. 3
16
Properties=species:S:1:pos:R:3:lowdin_charge:R:1 method="wB97M-V/def2-TZVPD" e_above_lowest_kcal_mol=36.49 lumo_ev=1.16 smiles=CC.CC homo_lumo_gap_ev=12.059
C -1.9264 -1.2452 -0.9749 -0.149
C -2.0396 -0.2162 0.1514 -0.163
H -2.0849 -2.2513 -0.5114 0.082
H -2.6723 -1.0447 -1.7547 0.067
H -1.0307 -1.1832 -1.4680 0.014
H -2.3398 -0.4888 1.1205 0.044
H -1.0382 0.3732 0.0945 0.059
H -2.7805 0.5146 0.0286 0.033
C 2.4727 1.2536 0.5276 -0.172
C 1.5492 0.0476 0.4174 -0.169
H 2.0490 2.0058 -0.1608 0.076
H 2.5167 1.7981 1.3497 0.004
H 3.5065 1.1074 0.2971 0.058
H 0.6688 0.4462 -0.1910 0.038
H 1.3017 -0.4093 1.4493 0.099
H 1.8478 -0.7078 -0.3753 0.079

***

No. 4
10
Properties=species:S:1:pos:R:3:lowdin_charge:R:1 method="wB97M-V/def2-TZVPD" e_above_lowest_kcal_mol=69.66 lumo_ev=-1.42 smiles="S=CC(C=S)=NS" homo_lumo_gap_ev=7.688
S -0.9927 -2.3048 1.1906 0.663
C -1.1303 -1.3084 -0.1494 -0.563
C -0.4354 0.0183 -0.3028 -0.631
C 0.7256 0.2973 0.5338 -0.770
S 2.1971 -0.3011 0.4856 0.757
N -0.9463 0.8056 -1.1867 -0.229
S -0.3033 2.4806 -1.0912 0.758
H -1.8866 -1.4806 -1.0103 0.093
H 0.3278 0.9630 1.4112 0.109
H -1.1928 2.8388 -1.9433 -0.187

***

No. 5
53
Properties=species:S:1:pos:R:3:lowdin_charge:R:1 method="wB97M-V/def2-TZVPD" e_above_lowest_kcal_mol=0.00 charge=+2 lumo_ev="-7.77 / -7.80" homo_lumo_gap_ev="6.131 / 6.067"
Re -0.1024 -0.3927 0.3879 0.529
C 1.4461 1.3762 -3.2397 -0.153
Si 0.5684 -0.1937 -3.5977 0.849
C -0.9542 -0.1542 -4.6191 -0.139
C 1.4474 -1.7756 -3.3300 -0.164
C -1.2313 0.1365 -0.9266 -0.503
Si -1.6410 2.0796 -0.9709 0.438
C -2.4075 2.5021 -2.6209 -0.160
C -0.1541 3.2023 -0.7362 -0.205
C -2.8677 2.2664 0.4289 -0.162
Si -2.6738 -1.1139 -1.2493 0.509
C -2.1795 -2.6778 -2.1343 -0.163
C -4.1969 -0.4032 -2.0468 -0.152
C -2.9425 -1.5081 0.5871 -0.278
C -4.0682 -2.0536 1.1763 -0.023
C -4.0571 -2.3814 2.5272 -0.006
C -2.9012 -2.1686 3.2571 -0.004
C -1.8032 -1.6134 2.6258 -0.123
N -1.8292 -1.2781 1.3311 -0.161
H 2.3253 1.4207 -3.8939 0.071
H 1.8186 1.3996 -2.2144 0.001
H 0.8338 2.2572 -3.4274 0.043
H -0.6160 -0.1494 -5.6647 0.075
H -1.5422 0.7494 -4.4649 0.026
H -1.5779 -1.0404 -4.4926 0.032
H 2.1667 -1.8818 -4.1527 0.071
H 0.7805 -2.6368 -3.3537 0.047
H 2.0177 -1.7803 -2.3991 0.008
H -1.6647 2.6036 -3.4129 0.025
H -2.8596 3.4902 -2.4959 0.064
H -3.1947 1.8293 -2.9527 0.016
H -0.0446 3.8478 -1.6095 0.046
H 0.7983 2.6962 -0.5922 -0.041
H -0.3111 3.8540 0.1235 0.041
H -3.8346 1.8079 0.2146 0.036
H -3.0470 3.3276 0.6129 0.055
H -2.4918 1.8265 1.3546 0.018
H -2.1798 -2.5758 -3.2218 0.030
H -2.9330 -3.4318 -1.8926 0.060
H -1.2188 -3.0775 -1.8172 -0.023
H -4.0396 -0.1923 -3.1052 0.040
H -4.5813 0.4953 -1.5664 0.037
H -4.9755 -1.1688 -1.9950 0.057
H -4.9550 -2.2242 0.5806 0.121
H -4.9353 -2.8012 2.9977 0.130
H -2.8382 -2.4226 4.3054 0.129
H -0.8718 -1.4465 3.1547 0.064
S 2.1038 -2.1455 3.4195 -0.027
Sb 2.7134 -2.2271 1.3157 0.102
S 2.0742 0.4792 0.5165 -0.117
S 0.5970 -2.5297 0.0653 0.121
S 4.4553 -2.5560 0.0468 0.006
I 0.8028 1.3666 2.3665 0.706

***

No. 6
45
Properties=species:S:1:pos:R:3:lowdin_charge:R:1 method="wB97M-V/def2-TZVPD" e_above_lowest_kcal_mol=3.88 charge=-1 lumo_ev=2.47 homo_lumo_gap_ev=5.354
Ag 0.6616 0.1499 0.0881 0.615
F 4.9898 -1.5465 3.2396 0.021
C 4.0543 -0.5878 3.0066 -0.307
C 3.0922 -0.7861 2.0432 -0.108
C 2.0684 0.1458 1.8194 -0.144
C 2.0943 1.3211 2.6194 -0.171
C 3.1484 1.5127 3.5090 -0.238
F 3.3062 2.6911 4.1850 0.016
C 4.1293 0.5739 3.7461 0.021
C 0.9784 2.3020 2.5080 -0.219
C 0.6560 3.2280 3.5106 -0.022
C -0.4042 4.0966 3.3298 -0.088
C -1.1719 4.0047 2.1779 -0.089
C -0.8152 3.0365 1.2555 -0.146
N 0.2340 2.2366 1.3989 0.059
H 3.1410 -1.6993 1.4583 0.083
H 4.9207 0.7502 4.4612 0.116
H 1.2255 3.2659 4.4251 0.099
H -0.6312 4.8378 4.0869 0.096
H -2.0156 4.6585 2.0024 0.090
H -1.3952 2.8899 0.3478 0.098
C 0.8755 0.5727 -2.2027 -0.215
C -0.3440 0.1623 -2.8450 -0.393
C -1.5400 0.9262 -2.7553 -0.096
C -2.7237 0.5114 -3.3229 -0.131
C -2.8083 -0.6926 -4.0330 -0.159
C -1.6489 -1.4404 -4.1756 -0.154
C -0.4494 -1.0269 -3.6061 -0.119
H 0.9719 1.6580 -2.1399 0.009
H 1.7661 0.1313 -2.6488 0.002
H -1.5042 1.8609 -2.2044 0.091
H -3.6094 1.1312 -3.2206 0.087
H -3.7408 -1.0059 -4.4866 0.073
H -1.6776 -2.3617 -4.7518 0.081
H 0.4568 -1.5991 -3.7937 0.091
N -2.4090 -5.0547 -0.9821 0.138
C -1.7814 -3.8437 -0.8588 -0.522
N -0.5002 -3.7630 -1.2781 0.187
N -2.4247 -2.8902 -0.2731 0.108
C -1.8694 -1.7174 -0.0238 -0.331
N -1.4684 -0.6693 0.2591 0.095
H -2.1505 -5.6364 -1.7599 0.090
H -3.3923 -5.0189 -0.7733 0.098
H -0.1407 -4.4852 -1.8767 0.101
H -0.1544 -2.8302 -1.4658 0.087